Here is C37H46F5LaN12O4S3 as an isolated structure from OMol25. Energies are from ωB97M-V/def2-TZVPD.

Geometry as XYZ:
```
108
Properties=species:S:1:pos:R:3:forces:R:3:lowdin_charge:R:1
La -0.63511 -0.18964 -0.80545 0.110 1.481 0.814 1.99
N -7.73973 4.41504 1.39409 0.156 -0.009 -0.032 0.09
C -6.72275 3.63641 0.84768 -0.263 0.165 0.114 -0.32
C -6.02377 2.73217 1.64114 0.099 -0.136 0.048 -0.03
C -4.99028 1.98056 1.10745 -0.017 0.066 -0.012 -0.07
C -4.64040 2.13287 -0.22676 -0.596 0.356 0.181 -0.29
C -5.33419 3.03910 -1.03063 0.059 -0.009 0.153 -0.05
C -6.36191 3.78486 -0.49305 0.001 0.043 -0.102 -0.03
S -3.37610 1.19525 -0.94643 -0.437 -0.335 -0.471 0.52
O -3.80842 0.82436 -2.27558 0.101 0.048 0.255 -0.28
O -3.07625 0.09961 -0.00843 -0.472 0.499 -0.294 -0.47
N -2.05388 2.04539 -0.98892 1.124 0.423 -0.956 -0.24
C -1.46831 2.53258 -2.18314 -0.966 -0.026 0.907 -0.49
N -1.91300 3.66436 -2.72730 0.163 0.089 -0.301 0.15
C -1.21260 4.10960 -3.77170 -0.141 -0.004 0.125 -0.12
C -0.08781 3.46983 -4.26570 0.064 0.067 -0.118 -0.04
C 0.28348 2.30155 -3.63460 -0.035 -0.071 0.043 -0.10
N -0.40955 1.84057 -2.60159 0.051 -0.231 0.004 0.04
H -8.15898 4.07435 2.24303 0.008 -0.019 -0.044 0.09
H -8.40091 4.81506 0.74962 0.023 -0.057 -0.005 0.09
H -6.29322 2.61483 2.68460 0.013 -0.002 -0.013 0.11
H -4.44851 1.28054 1.72538 0.023 -0.038 -0.020 0.08
H -5.07182 3.16020 -2.07291 0.062 -0.076 -0.006 0.11
H -6.89933 4.49055 -1.11615 0.001 -0.011 0.006 0.11
H -1.56217 5.02764 -4.23095 -0.062 0.015 0.025 0.11
H 0.46485 3.85416 -5.11022 -0.028 0.032 0.008 0.10
H 1.13671 1.71051 -3.94778 -0.007 -0.011 0.015 0.12
C -7.80186 -3.23302 1.07894 0.007 0.033 -0.002 -0.05
C -6.37659 -3.13509 0.60093 -0.020 -0.022 0.034 -0.27
C -5.41273 -2.49256 1.37290 -0.036 0.025 0.059 -0.03
C -4.09652 -2.41042 0.95275 -0.060 -0.044 -0.136 -0.07
C -3.73172 -2.98044 -0.25945 -0.542 -0.035 0.162 -0.29
C -4.67247 -3.64060 -1.04370 -0.028 0.147 0.184 -0.03
C -5.98651 -3.70298 -0.60759 -0.035 -0.058 -0.081 -0.03
S -2.07868 -2.92601 -0.82644 0.040 -0.120 -0.990 0.56
O -2.01408 -1.85700 -1.85939 -0.253 -1.115 0.352 -0.47
O -1.77475 -4.25439 -1.27351 -0.019 -0.130 -0.176 -0.26
N -1.14148 -2.38085 0.30487 -0.068 -0.964 1.358 -0.25
C -0.83060 -3.21133 1.41318 0.240 0.823 -1.051 -0.36
C -1.52423 -4.37022 1.76822 -0.305 -0.341 0.040 -0.02
C -1.08695 -5.10514 2.84766 0.029 -0.060 0.082 -0.06
C 0.04359 -4.69985 3.54756 0.032 0.039 -0.010 -0.08
C 0.66487 -3.54705 3.11255 -0.098 0.093 -0.152 -0.17
N 0.23954 -2.80420 2.08850 0.433 -0.021 0.383 0.13
H -8.14726 -2.27902 1.47968 0.015 0.000 -0.005 0.08
H -7.89903 -3.97455 1.87474 0.033 -0.005 0.003 0.08
H -8.47522 -3.52523 0.27372 0.034 0.007 -0.019 0.07
H -5.69806 -2.04142 2.31708 0.000 -0.008 -0.011 0.12
H -3.35771 -1.89626 1.54966 0.014 0.021 -0.004 0.11
H -4.38374 -4.09460 -1.98148 0.065 0.001 0.003 0.12
H -6.72548 -4.20851 -1.21856 0.010 0.012 -0.004 0.11
H -2.37819 -4.71895 1.20220 0.091 0.111 0.025 0.11
H -1.61803 -6.00483 3.13198 0.002 -0.006 -0.008 0.11
H 0.44295 -5.25794 4.38309 -0.043 -0.038 -0.008 0.10
H 1.57395 -3.20227 3.59801 -0.003 0.031 0.015 0.08
C 2.84972 3.86286 2.50403 0.157 -0.019 -0.048 -0.08
C 1.51803 4.46721 2.91552 -0.176 -0.128 0.002 -0.23
N 0.45872 3.46463 2.94932 -0.140 -0.161 0.124 0.02
C -0.57497 3.17438 2.13290 -0.057 0.076 -0.580 -0.79
S -1.66798 1.91867 2.54745 0.288 0.253 0.283 0.65
N -0.78893 3.80951 0.97051 0.026 -0.023 0.348 0.02
C 0.09000 4.66389 0.17312 -0.106 -0.364 -0.015 -0.23
C -0.24112 6.14168 0.26309 -0.107 0.127 0.034 -0.08
H 3.63195 4.62328 2.46435 -0.022 0.005 0.022 0.08
H 2.77309 3.38928 1.52341 -0.020 0.034 0.019 0.05
H 3.16387 3.09403 3.21425 -0.032 0.003 0.001 0.07
H 1.23907 5.28470 2.26323 -0.057 0.025 -0.040 0.08
H 1.58237 4.89704 3.91677 0.066 -0.022 0.039 0.12
H 0.50330 2.81306 3.71668 -0.033 0.083 0.049 0.09
H -1.53491 3.34789 0.45028 0.047 0.095 -0.080 0.06
H -0.04316 4.32847 -0.85701 0.078 0.052 0.010 0.10
H 1.12715 4.45565 0.42121 0.065 0.014 -0.026 0.09
H -1.25053 6.32779 -0.10568 0.009 -0.032 -0.013 0.08
H 0.45540 6.72497 -0.34162 0.002 -0.009 -0.009 0.08
H -0.20170 6.51400 1.28806 0.037 -0.030 0.020 0.07
C 1.33417 -0.94162 5.64253 -0.076 -0.139 0.104 -0.15
C 0.52846 0.13503 4.94965 0.061 0.057 -0.190 -0.17
N 0.92838 0.24584 3.55279 0.115 -0.064 0.074 0.09
C 2.05539 -0.25351 3.03399 -0.315 0.002 0.609 -0.31
N 2.26211 -0.11278 1.73639 0.285 0.269 -0.629 -0.01
C 3.40907 -0.75187 1.08229 -0.201 -0.057 0.044 -0.12
C 4.60677 -0.66807 1.99962 0.101 0.009 0.014 -0.14
C 4.24180 -1.35392 3.30045 -0.239 0.056 0.180 -0.13
N 2.98199 -0.81809 3.83545 0.064 -0.042 -0.017 -0.02
C 2.79836 -0.78779 5.28717 0.105 -0.030 -0.198 -0.13
H 0.98432 -1.92575 5.32901 0.002 0.006 0.009 0.10
H 1.20682 -0.86649 6.72266 -0.004 -0.010 -0.004 0.12
H 0.67545 1.09321 5.45973 0.007 0.033 -0.021 0.11
H -0.53996 -0.07254 4.96532 0.005 -0.032 0.036 0.12
H 0.20806 0.54550 2.88324 0.058 -0.005 0.064 0.01
H 3.55959 -0.26820 0.12023 0.091 0.048 0.035 0.12
H 3.16139 -1.79767 0.87339 -0.051 0.015 -0.049 0.13
H 4.86873 0.37688 2.18385 0.013 -0.011 -0.013 0.12
H 5.46748 -1.16593 1.55322 -0.005 0.005 -0.001 0.12
H 5.00401 -1.21338 4.06704 0.041 0.058 -0.043 0.12
H 4.13244 -2.42960 3.13347 0.014 -0.030 0.020 0.13
H 3.19801 0.15016 5.68938 0.006 0.020 0.026 0.13
H 3.39253 -1.59985 5.70515 -0.039 -0.039 0.013 0.13
N 1.48131 1.26783 0.00639 0.316 -0.366 0.219 -0.01
C 1.17446 0.42223 0.91561 0.279 -0.068 0.142 -0.39
H 2.48408 1.50162 -0.05068 -0.207 0.118 -0.115 0.06
F 2.19150 -0.26680 -2.40765 0.014 0.006 -0.130 -0.07
C 1.22230 -1.28163 -2.20416 0.635 -0.650 -0.755 -0.43
F 1.97021 -2.38820 -1.80462 0.070 0.145 -0.020 -0.03
C 0.70432 -1.61365 -3.61869 0.173 0.160 0.273 -0.61
F 0.26711 -2.86369 -3.70923 -0.076 -0.068 0.011 0.16
F -0.35403 -0.78449 -3.86211 0.078 0.011 -0.165 0.07
F 1.56904 -1.40993 -4.63120 0.085 -0.012 -0.030 0.13
```
Forces are in eV/Å.

Properties
HOMO	-7.7	eV
net charge	0